1.
23
Properties=species:S:1:pos:R:3 method="wB97M-V/def2-TZVPD" total_charge=-2 spin_multiplicity=4 s2=3.7562
O -0.804 -2.130 -1.153
O 0.175 2.781 1.447
C 2.296 0.162 1.064
Co -0.200 -0.233 -0.291
C -2.931 -1.002 -0.350
O 0.943 0.073 1.559
O -0.222 1.655 -1.227
H -3.010 -0.446 -1.284
H 0.029 2.568 -1.089
H -3.911 -1.162 0.101
O 1.707 -0.587 -1.330
H 0.533 1.893 1.458
C 2.701 -0.292 -0.375
H 2.482 1.228 1.188
C -2.057 -2.366 -0.514
H 0.321 3.109 2.334
O -2.256 -0.004 0.402
H 3.414 0.431 -0.773
H -2.700 -3.033 -1.089
H -0.970 1.699 -1.822
H 3.169 -1.276 -0.350
H 3.116 -0.282 1.629
H -1.826 -2.786 0.465

=====

2.
22
Properties=species:S:1:pos:R:3 method="wB97M-V/def2-TZVPD" total_charge=+2 spin_multiplicity=3 e_above_lowest_ev=0.000 s2=2.0122
C 1.853 2.000 1.056
H 1.937 3.017 1.439
H -1.861 -3.090 -1.296
H 1.281 1.385 2.761
I -1.251 -1.243 3.258
C -1.548 -2.246 -0.682
H -1.967 0.852 -0.258
O -1.434 0.073 -0.083
H -2.074 -2.622 0.196
H -1.510 -0.529 -1.994
H 2.911 1.742 1.087
H 0.216 -3.158 -0.804
H 0.366 2.142 -0.661
O -0.098 -2.292 -0.535
O 1.494 0.488 -0.753
C 1.391 1.864 -0.414
H 1.886 0.454 -1.628
Cu 0.398 -0.762 0.906
C -1.965 -0.869 -1.063
H 1.871 2.493 -1.164
O 1.143 1.090 1.858
H -3.040 -0.790 -1.225

=====

3.
22
Properties=species:S:1:pos:R:3 method="wB97M-V/def2-TZVPD" total_charge=+3 spin_multiplicity=1 e_above_lowest_ev=6.889
H 5.174 17.736 6.358
H 4.153 23.178 5.370
H 3.276 25.588 4.097
O 6.596 18.693 4.736
C 7.426 17.898 5.588
O 5.581 17.649 7.223
H 6.858 19.614 4.805
Hf 6.575 24.727 1.519
F 7.499 22.643 3.856
H 7.242 18.927 7.533
C 2.981 22.624 3.566
C 6.900 18.015 7.044
H 7.531 16.850 5.308
O 3.883 22.551 2.387
O 3.994 24.962 3.979
H 3.557 21.776 1.923
H 2.606 23.880 5.262
H 2.077 23.003 3.089
H 7.556 17.290 7.527
H 8.429 18.288 5.412
H 2.804 21.749 4.191
C 3.489 23.669 4.658

=====

4.
22
Properties=species:S:1:pos:R:3 method="wB97M-V/def2-TZVPD" total_charge=+2 spin_multiplicity=1 e_above_lowest_ev=4.385
C -1.526 -0.059 -2.417
H 0.197 1.596 0.226
H -0.305 1.642 2.598
C -1.615 -0.371 -0.907
In 1.658 -2.369 0.842
H -1.017 -0.772 -3.065
H -0.709 -0.500 2.996
H -0.016 0.869 -3.126
H 1.663 2.275 0.980
C 1.026 1.393 0.904
O -0.376 -0.934 -0.570
C 0.357 0.870 2.205
O -0.709 1.143 -2.520
F 3.053 -4.380 2.462
H -2.441 -1.043 -0.670
H 1.219 0.835 2.872
H 2.347 0.644 -0.626
H -0.290 -1.380 -1.416
O -0.157 -0.408 2.216
H -2.511 -0.058 -2.884
H -1.791 0.536 -0.329
O 1.943 0.471 0.228

=====

5.
21
Properties=species:S:1:pos:R:3 method="wB97M-V/def2-TZVPD" spin_multiplicity=1 e_above_lowest_ev=3.620
H 2.075 -0.582 1.580
H 2.748 -0.534 -0.127
H 2.658 1.746 -0.234
H -2.247 -1.021 1.162
H -2.269 -2.357 -0.109
H -3.109 -0.856 -0.492
H -1.740 -0.050 -2.221
C 1.785 -0.517 0.525
H -0.475 -1.424 -2.109
C 1.678 1.980 0.255
N -1.025 -0.617 -0.256
H 1.913 2.465 1.249
N 1.013 0.641 0.150
C -2.220 -1.269 0.085
F -1.145 1.970 0.025
C -0.848 -0.478 -1.664
H 1.057 -1.434 0.505
S -0.385 -1.284 2.942
H 1.121 2.766 -0.367
H -0.062 0.260 -1.715
P -0.522 0.596 0.817

=====

6.
19
Properties=species:S:1:pos:R:3 method="wB97M-V/def2-TZVPD" total_charge=+1 spin_multiplicity=3 e_above_lowest_ev=0.623 s2=2.0101
H 2.567 0.391 0.823
H 0.714 -0.024 -1.807
N 2.013 1.127 0.410
H -0.413 -1.419 -1.967
I -0.272 1.982 2.432
H -1.808 0.544 1.224
H -0.624 -2.201 0.631
H 2.575 1.875 0.100
H -2.089 -1.056 0.405
C -0.367 -0.270 -0.144
H -2.416 0.250 -0.330
H 0.805 -2.041 -0.278
C 0.720 1.357 0.384
H 0.408 2.181 -0.281
H -0.795 0.400 -2.227
H 0.790 -1.188 1.404
C -0.260 -0.348 -1.634
C 0.166 -1.495 0.490
N -1.713 -0.066 0.366

=====

no.,maximum force (eV/A),E (eV)
1,2.76,-54250.5151
2,3.06,-65252.1306
3,4.14,-16508.7349
4,4.04,-20396.6171
5,2.90,-30161.5122
6,4.36,-15411.4798